This record from the Open Molecules 2025 dataset describes a 4-piece molecular cluster, C16H33INO7PS3Si overall at a distorted geometry. The level of theory is the ωB97M-V functional and the def2-TZVPD basis.

## Properties
Calculated total energy, Eh: -3333.83328
Max |F|, eV/Å: 2.05
Molecular weight, g/mol: 633.61
HOMO, eV: -8.4

Last columns: bonded neighbours and bond lengths (Å).
Geometry (Å):
1 C 2.31784 1.73857 -1.43314  C2 1.364, H10 1.088, H11 1.089
2 C 3.21878 2.75680 -1.32576  C1 1.364, Si3 1.834, H12 1.094
3 Si 2.82447 4.53884 -1.50635  C2 1.834, C4 1.918, P8 2.256, H13 1.475
4 C 4.18701 5.46356 -2.48933  Si3 1.918, C5 1.488, H14 1.088, H15 1.091
5 C 5.47451 5.36935 -1.74902  C4 1.488, O6 1.183, I7 2.175
6 O 6.24715 4.47537 -1.80753  C5 1.183
7 I 5.85392 7.06955 -0.44603  C5 2.175
8 P 0.76944 4.87672 -2.37425  Si3 2.256, N9 1.590, H16 1.412, H17 1.408
9 N -0.25579 5.08624 -1.17709  P8 1.590, H18 1.013
10 H 1.81254 1.51544 -2.37017  C1 1.088
11 H 2.05124 1.14872 -0.55690  C1 1.089
12 H 4.24960 2.51615 -1.04806  C2 1.094
13 H 2.79858 5.10592 -0.14462  Si3 1.475
14 H 3.89751 6.49796 -2.65940  C4 1.088
15 H 4.31307 4.92575 -3.43026  C4 1.091
16 H 0.82265 5.99843 -3.22957  P8 1.412
17 H 0.36183 3.77597 -3.15164  P8 1.408
18 H 0.21198 5.04219 -0.27928  N9 1.013
19 O 0.06594 -3.13584 0.62011  S20 1.442
20 S 1.19290 -2.38744 0.12186  O19 1.442, O21 1.441, C22 1.787, C25 1.800
21 O 1.25489 -0.95617 0.28158  S20 1.441
22 C 2.68472 -3.14027 0.75491  S20 1.787, C23 1.524, H26 1.089, H27 1.090
23 C 3.04146 -4.19475 -0.28642  C22 1.524, C24 1.536, H28 1.089, H29 1.092
24 C 2.82234 -3.52997 -1.65357  C23 1.536, C25 1.534, H30 1.092, H31 1.089
25 C 1.46226 -2.82224 -1.60370  S20 1.800, C24 1.534, H32 1.087, H33 1.088
26 H 2.48400 -3.54507 1.74594  C22 1.089
27 H 3.44385 -2.36020 0.81267  C22 1.090
28 H 4.06630 -4.54076 -0.16319  C23 1.089
29 H 2.37959 -5.05691 -0.18127  C23 1.092
30 H 3.61289 -2.79940 -1.83614  C24 1.092
31 H 2.85334 -4.25522 -2.46514  C24 1.089
32 H 1.43697 -1.91150 -2.19685  C25 1.087
33 H 0.65041 -3.48167 -1.90428  C25 1.088
34 O -0.29155 -6.10319 2.52257  S35 1.441
35 S -0.35539 -5.08061 3.53647  O34 1.441, O36 1.443, C37 1.787, C40 1.804
36 O 0.84748 -4.43668 4.00756  S35 1.443
37 C -1.55536 -3.84743 3.05515  S35 1.787, C38 1.524, H41 1.084, H42 1.090
38 C -2.87531 -4.35237 3.62594  C37 1.524, C39 1.535, H43 1.089, H44 1.092
39 C -2.55694 -4.85880 5.03959  C38 1.535, C40 1.535, H45 1.092, H46 1.089
40 C -1.29021 -5.71931 4.94148  S35 1.804, C39 1.535, H47 1.087, H48 1.088
41 H -1.54788 -3.74873 1.97617  C37 1.084
42 H -1.25829 -2.90656 3.51799  C37 1.090
43 H -3.63037 -3.56772 3.63506  C38 1.089
44 H -3.25204 -5.17612 3.01540  C38 1.092
45 H -2.37326 -4.00750 5.69795  C39 1.092
46 H -3.38328 -5.42780 5.46362  C39 1.089
47 H -0.66876 -5.64751 5.83042  C40 1.087
48 H -1.51951 -6.76223 4.73210  C40 1.088
49 O -1.79349 2.41400 -2.59405  S50 1.445
50 S -2.99931 3.20421 -2.50281  O49 1.445, O51 1.441, C52 1.793, C55 1.796
51 O -3.24434 4.28582 -3.42286  S50 1.441
52 C -4.40268 2.08830 -2.49885  S50 1.793, C53 1.524, H56 1.087, H57 1.090
53 C -4.61891 1.76348 -1.02526  C52 1.524, C54 1.535, H58 1.089, H59 1.092
54 C -4.46114 3.09377 -0.27609  C53 1.535, C55 1.534, H60 1.092, H61 1.089
55 C -3.19640 3.77733 -0.81174  S50 1.796, C54 1.534, H62 1.086, H63 1.087
56 H -4.17049 1.22187 -3.11350  C52 1.087
57 H -5.25047 2.62979 -2.91791  C52 1.090
58 H -5.59707 1.31449 -0.85698  C53 1.089
59 H -3.85984 1.05505 -0.68625  C53 1.092
60 H -5.33279 3.72352 -0.46692  C54 1.092
61 H -4.39507 2.94424 0.80067  C54 1.089
62 H -3.27219 4.86016 -0.82536  C55 1.086
63 H -2.30336 3.48238 -0.26764  C55 1.087